[1]
Formula: C19H63B3ClIO15
Source: OMol25
Level of theory: ωB97M-V with the def2-TZVPD basis set

HOMO, eV: -7.59

Last column: Löwdin charge in e.
Element x y z (Å)
C 2.674 1.055 2.702  -0.09
C 2.596 1.487 1.227  -0.24
C 1.172 1.707 0.678  -0.51
Cl 0.289 0.144 0.535  0.75
B 0.321 2.698 1.560  -0.58
O 0.229 4.042 1.180  0.20
B -0.593 4.833 1.951  -1.05
I -0.202 6.923 2.231  1.00
O -1.663 4.275 2.608  0.20
B -1.591 2.913 2.944  -0.51
C -2.809 2.142 3.532  -0.03
C -3.930 1.780 2.519  -0.41
C -3.669 0.438 1.815  -0.07
C -4.192 2.887 1.489  -0.07
O -0.347 2.320 2.714  0.28
H 3.597 0.497 2.891  0.08
H 2.654 1.918 3.386  0.08
H 1.826 0.411 2.976  0.06
H 3.145 2.434 1.088  0.12
H 3.084 0.745 0.578  0.11
H 1.256 2.048 -0.356  0.06
H -3.246 2.773 4.324  0.13
H -2.439 1.225 4.014  0.12
H -4.864 1.671 3.095  0.13
H -3.087 0.578 0.893  0.07
H -3.122 -0.267 2.453  0.08
H -4.618 -0.029 1.520  0.08
H -5.053 2.617 0.859  0.09
H -3.330 3.015 0.818  0.08
H -4.412 3.850 1.965  0.09
C 0.092 5.150 -2.189  -0.12
O 0.743 3.944 -1.807  -0.14
H -0.096 5.167 -3.258  0.09
H -0.856 5.232 -1.651  0.08
H 0.721 6.007 -1.930  0.08
H 0.888 4.030 -0.860  0.05
C 1.660 -3.143 3.113  -0.10
O 1.063 -3.162 1.825  -0.23
H 2.110 -4.124 3.255  0.07
H 2.438 -2.380 3.196  0.08
H 0.925 -2.991 3.907  0.09
H 0.650 -2.310 1.656  0.02
C 2.655 0.595 -2.434  -0.13
O 2.546 1.890 -1.855  -0.16
H 3.396 0.046 -1.860  0.07
H 1.704 0.059 -2.363  0.05
H 2.973 0.622 -3.479  0.09
H 1.896 2.409 -2.343  0.05
C -1.969 1.620 -2.528  -0.14
O -1.073 0.519 -2.612  -0.14
H -2.308 1.846 -3.533  0.06
H -2.845 1.383 -1.921  0.07
H -1.468 2.513 -2.119  0.07
H -0.763 0.322 -1.723  -0.02
C 1.525 -2.904 -1.669  -0.14
O 2.903 -2.549 -1.761  -0.12
H 0.966 -2.177 -2.254  0.07
H 1.341 -3.902 -2.073  0.08
H 1.176 -2.877 -0.635  0.05
H 3.408 -3.186 -1.250  0.05
C 0.681 -6.866 3.119  -0.32
O 0.621 -6.161 4.357  -0.10
H 1.559 -7.505 3.158  0.04
H -0.204 -7.489 2.966  0.14
H 0.780 -6.183 2.270  0.07
H -0.147 -5.586 4.316  0.05
C -5.781 2.868 -4.565  -0.14
O -4.516 2.220 -4.455  -0.15
H -5.706 3.794 -4.000  0.08
H -6.019 3.103 -5.605  0.07
H -6.584 2.261 -4.140  0.08
H -4.569 1.396 -4.948  0.08
C -0.874 -4.144 1.289  -0.13
O 0.195 -5.021 0.964  -0.16
H -0.596 -3.155 0.931  0.06
H -1.808 -4.439 0.802  0.09
H -1.040 -4.087 2.368  0.09
H -0.037 -5.901 1.279  0.05
C 2.189 -7.810 1.121  -0.07
O 1.195 -8.051 2.113  -0.20
H 1.706 -7.216 0.349  0.10
H 3.030 -7.241 1.523  0.04
H 2.555 -8.736 0.671  0.10
H 1.584 -8.570 2.820  0.13
C -3.231 3.140 -7.363  -0.15
O -4.508 2.857 -7.934  -0.13
H -3.307 2.831 -6.323  0.05
H -2.434 2.577 -7.854  0.08
H -2.996 4.206 -7.403  0.08
H -4.496 3.113 -8.859  0.07
C 4.542 -5.151 1.115  -0.09
O 3.371 -5.944 1.001  -0.19
H 5.374 -5.765 0.775  0.09
H 4.491 -4.255 0.490  0.07
H 4.735 -4.850 2.149  0.09
H 2.627 -5.407 1.290  0.07
C 3.840 6.506 0.401  -0.16
O 3.334 7.667 1.040  -0.15
H 4.925 6.578 0.425  0.08
H 3.543 5.590 0.923  0.07
H 3.522 6.435 -0.643  0.07
H 2.374 7.611 1.027  -0.03

[2]
Formula: C19H64N12O13
Source: OMol25
Level of theory: ωB97M-V with the def2-TZVPD basis set

HOMO, eV: -7.40

Last column: Löwdin charge in e.
Element x y z (Å)
C -0.630 -4.234 3.042  -0.06
C 0.608 -4.123 2.177  -0.32
O 1.746 -3.779 2.956  -0.08
H -0.561 -3.328 3.771  0.10
H -0.669 -5.164 3.525  0.05
H -1.500 -4.102 2.453  0.05
H 0.312 -3.391 1.397  0.09
H 0.762 -5.006 1.616  0.09
H 2.222 -3.075 2.467  0.05
C -0.727 -0.735 5.520  -0.05
C 0.491 -0.731 4.562  -0.28
O 0.154 -0.961 3.216  -0.15
H -0.550 -0.651 6.582  0.08
H -1.174 -1.702 5.338  0.06
H -1.437 0.049 5.278  0.05
H 1.100 -1.551 4.932  0.11
H 1.088 0.133 4.716  0.09
H 0.953 -1.297 2.699  0.08
C -5.947 -2.430 -1.563  -0.06
C -4.607 -2.469 -2.330  -0.29
O -3.498 -2.175 -1.500  -0.14
H -5.835 -1.903 -0.570  0.09
H -6.267 -3.410 -1.254  0.06
H -6.632 -1.914 -2.200  0.05
H -4.649 -1.725 -3.190  0.10
H -4.368 -3.440 -2.663  0.09
H -2.721 -2.049 -2.127  0.06
C 3.396 2.804 -0.440  -0.05
C 3.596 3.163 -1.936  -0.26
O 2.459 3.810 -2.510  -0.09
H 2.631 2.145 -0.272  0.00
H 3.306 3.719 0.135  0.06
H 4.218 2.195 -0.050  0.10
H 3.783 2.360 -2.629  0.09
H 4.495 3.662 -2.027  0.09
H 2.813 4.196 -3.322  0.10
C 1.848 1.055 -4.260  -0.09
C 2.211 -0.148 -3.483  -0.34
O 2.469 0.099 -2.143  -0.08
H 2.715 1.636 -4.509  0.06
H 1.257 1.692 -3.623  0.05
H 1.586 0.783 -5.287  0.10
H 3.143 -0.546 -3.867  0.11
H 1.345 -0.844 -3.582  0.10
H 1.753 0.560 -1.684  0.04
C -2.717 -0.339 -4.381  -0.07
C -1.315 -0.892 -4.252  -0.29
O -1.356 -1.583 -3.021  -0.11
H -3.364 -1.147 -4.525  0.04
H -2.734 0.292 -5.300  0.10
H -2.935 0.299 -3.525  0.09
H -0.772 0.052 -4.217  0.09
H -0.964 -1.585 -4.974  0.12
H -0.682 -2.226 -3.084  0.03
C 1.738 3.841 2.758  -0.51
O 2.075 2.496 3.213  -0.14
N 2.637 4.800 2.473  0.13
N 0.572 4.327 2.455  0.09
H 3.605 4.481 2.703  0.14
H 2.650 5.280 1.619  0.08
H -0.318 3.766 2.700  0.07
H 0.423 5.379 2.383  0.19
C -2.097 2.189 3.269  -0.55
O -2.671 2.047 4.515  -0.11
N -1.972 1.221 2.396  0.22
N -1.796 3.383 2.782  0.10
H -2.233 0.300 2.595  0.03
H -1.295 1.349 1.634  0.08
H -2.022 4.274 3.253  0.15
H -1.870 3.582 1.782  0.05
C -3.033 -1.833 2.015  -0.70
O -4.386 -2.037 2.062  -0.14
N -2.430 -1.335 3.065  0.12
N -2.297 -2.078 1.049  0.19
H -2.965 -1.386 3.936  0.14
H -1.414 -1.169 3.157  0.04
H -2.864 -2.246 0.136  0.13
H -1.312 -1.824 0.946  0.06
C 1.700 -3.314 -3.120  -0.66
O 0.619 -3.521 -3.985  -0.13
N 2.963 -3.360 -3.535  0.14
N 1.565 -3.427 -1.879  0.21
H 2.920 -3.029 -4.551  0.15
H 3.785 -3.186 -2.907  0.14
H 0.655 -3.539 -1.469  0.13
H 2.293 -3.019 -1.292  0.12
C -0.001 0.088 -0.355  -0.58
O 0.074 -1.275 -0.045  -0.13
N -0.421 0.608 -1.455  0.20
N 0.262 1.004 0.532  0.16
H -0.770 -0.003 -2.191  0.08
H -0.457 1.673 -1.554  0.08
H 0.666 0.717 1.433  0.12
H 0.388 2.015 0.222  0.06
C -0.721 3.715 -0.567  -0.62
O -1.892 3.956 0.120  -0.07
N 0.414 3.599 -0.018  0.13
N -0.678 3.257 -1.746  0.15
H 0.474 3.981 1.046  0.08
H 1.359 3.464 -0.436  0.09
H -1.573 3.283 -2.226  0.16
H 0.089 3.361 -2.403  0.12
C 3.325 -1.108 0.892  -0.12
O 2.688 -1.264 2.146  -0.13
H 4.304 -1.608 0.864  0.10
H 3.545 -0.028 0.744  0.07
H 2.657 -1.197 0.011  0.05
H 3.191 -0.702 2.746  0.12

[3]
Formula: C19H64N12O13
Source: OMol25
Level of theory: ωB97M-V with the def2-TZVPD basis set

HOMO, eV: -5.20

Last column: Löwdin charge in e.
Element x y z (Å)
C -0.960 0.616 4.161  -0.15
O -0.128 1.650 3.750  -0.11
H -0.415 -0.255 4.449  0.05
H -1.681 0.327 3.356  0.08
H -1.546 0.831 5.069  0.09
H 0.577 1.691 4.378  0.10
C 1.375 3.904 2.035  -0.12
O 2.655 4.560 2.246  -0.13
H 1.093 3.829 0.989  0.05
H 0.624 4.349 2.672  0.07
H 1.547 2.882 2.456  0.07
H 3.334 4.217 1.691  -0.01
C -0.540 0.443 0.118  -0.12
O -1.032 0.510 -1.191  -0.11
H 0.138 -0.364 0.046  0.05
H -1.238 0.145 0.860  0.06
H 0.033 1.248 0.441  0.07
H -1.230 -0.374 -1.420  0.02
C -2.403 3.916 2.295  -0.11
O -1.701 2.712 1.931  -0.14
H -1.788 4.769 2.120  0.06
H -2.844 3.766 3.259  0.07
H -3.402 4.109 1.820  0.11
H -1.147 2.389 2.591  -0.01
C -4.432 1.039 1.164  -0.67
O -3.934 1.457 -0.065  -0.10
N -5.529 0.389 1.222  0.16
N -3.830 1.236 2.276  0.15
H -5.949 0.080 0.344  0.14
H -5.966 0.120 2.094  0.12
H -2.915 1.816 2.148  0.06
H -4.133 0.922 3.251  0.16
C 2.411 -0.788 3.007  -0.63
O 3.770 -0.404 2.861  -0.14
N 1.919 -1.354 4.004  0.18
N 1.547 -0.587 2.103  0.19
H 2.722 -1.629 4.582  0.15
H 1.257 -2.065 3.793  0.11
H 1.804 0.130 1.411  0.08
H 0.543 -0.936 2.117  0.11
C 1.475 2.598 -2.310  -0.68
O 1.357 1.240 -2.126  -0.08
N 1.214 3.340 -3.347  0.12
N 1.854 3.158 -1.293  0.17
H 1.374 2.776 -4.207  0.16
H 1.570 4.338 -3.405  0.17
H 2.026 2.412 -0.597  0.08
H 2.232 4.159 -1.211  0.17
C 4.006 2.018 0.849  -0.59
O 2.749 1.508 0.688  -0.10
N 4.296 3.166 0.401  0.15
N 4.905 1.620 1.650  0.22
H 3.704 3.694 -0.253  0.11
H 5.245 3.561 0.460  0.15
H 4.667 0.883 2.252  0.04
H 5.693 2.191 1.914  0.14
C -3.272 -1.361 -3.033  -0.62
O -4.030 -0.294 -3.390  -0.09
N -1.982 -1.280 -3.080  0.15
N -3.727 -2.459 -2.433  0.15
H -1.670 -0.393 -3.553  0.17
H -1.392 -2.067 -3.014  0.03
H -4.753 -2.623 -2.327  0.13
H -3.193 -3.147 -1.857  0.08
C -1.223 3.427 -1.237  -0.58
O -1.453 4.503 -0.457  -0.05
N -1.172 3.867 -2.453  -0.02
N -2.150 2.705 -1.740  0.09
H -0.225 3.491 -2.916  0.06
H -0.737 4.819 -2.322  0.09
H -1.634 1.816 -1.611  0.06
H -2.843 2.510 -0.956  0.10
C 2.933 -1.261 -1.320  -0.01
C 3.359 -2.132 -0.144  -0.66
C 2.428 -3.179 0.413  -0.04
O 4.346 -2.787 -0.439  0.01
H 3.398 -0.309 -1.335  0.06
H 1.877 -1.097 -1.393  0.05
H 3.245 -1.657 -2.241  0.06
H 3.664 -1.410 0.721  0.15
H 2.929 -3.793 1.229  0.12
H 2.180 -3.804 -0.406  0.05
H 1.493 -2.757 0.757  0.03
H 4.024 -3.442 -1.132  0.15
C 0.689 -5.358 -3.811  -0.02
C 0.321 -4.102 -3.074  -0.62
C 0.751 -2.820 -3.839  -0.02
O -0.928 -4.031 -3.046  -0.03
H 1.491 -5.221 -4.532  0.08
H -0.133 -5.859 -4.327  0.10
H 1.221 -5.990 -3.115  0.08
H 0.781 -4.052 -2.122  0.10
H 1.819 -2.698 -3.927  0.07
H 0.491 -1.930 -3.168  0.08
H 0.121 -2.697 -4.767  0.11
H -1.234 -4.928 -3.095  0.11
C -3.097 -1.821 0.939  -0.01
C -1.877 -2.661 1.129  -0.61
C -1.200 -2.961 -0.236  -0.02
O -1.063 -2.172 1.909  -0.02
H -3.797 -2.454 0.336  0.11
H -2.873 -0.981 0.399  0.04
H -3.495 -1.525 1.856  0.06
H -2.009 -3.674 1.624  0.16
H -0.309 -3.489 -0.050  0.05
H -0.902 -2.020 -0.769  0.09
H -1.834 -3.662 -0.716  0.06
H -0.329 -2.739 2.171  0.11

[4]
Formula: C19H65AlClO16
Source: OMol25
Level of theory: ωB97M-V with the def2-TZVPD basis set

HOMO, eV: -4.94
Charge: -1

Last column: Löwdin charge in e.
Element x y z (Å)
C 6.823 1.129 -0.996  -0.07
C 5.547 0.552 -1.627  -0.32
O 4.845 -0.177 -0.658  -0.27
C 4.317 -1.443 -1.145  -0.26
Al 2.412 -1.119 -1.808  0.04
Cl 1.827 -2.493 -3.493  0.11
C 1.030 -1.316 -0.325  -0.26
O -0.344 -0.917 -0.625  -0.18
C -0.390 0.327 -1.209  -0.33
O -1.673 0.894 -0.943  -0.10
C -1.881 1.987 -1.813  -0.22
C -2.942 2.932 -1.239  -0.23
O -2.829 3.087 0.165  -0.07
H 6.553 1.589 -0.043  0.07
H 7.272 1.889 -1.636  0.05
H 7.545 0.334 -0.802  0.07
H 4.956 1.388 -2.018  0.10
H 5.853 -0.072 -2.471  0.11
H 4.366 -2.160 -0.317  0.05
H 4.906 -1.833 -1.979  0.03
H 2.413 0.375 -2.424  -0.05
H 0.946 -2.357 -0.006  0.06
H 1.347 -0.747 0.565  0.06
H 0.376 0.989 -0.778  0.12
H -0.269 0.250 -2.300  0.11
H -2.147 1.641 -2.818  0.13
H -0.937 2.547 -1.914  0.13
H -2.805 3.897 -1.739  0.11
H -3.934 2.542 -1.468  0.11
H -1.886 3.120 0.367  0.10
C 5.014 -3.542 -4.866  -0.18
O 5.983 -3.247 -3.860  -0.14
H 4.406 -2.655 -5.016  0.05
H 5.509 -3.802 -5.808  0.07
H 4.359 -4.357 -4.552  0.07
H 6.511 -4.037 -3.718  0.07
C -5.974 1.286 1.623  -0.15
O -4.614 1.504 1.986  -0.13
H -6.584 1.424 2.517  0.07
H -6.301 1.999 0.865  0.07
H -6.127 0.272 1.247  0.09
H -4.070 1.402 1.195  0.07
C -0.205 -1.451 -7.039  -0.17
O -0.816 -0.731 -5.973  -0.14
H -0.626 -1.082 -7.973  0.07
H 0.876 -1.286 -7.041  0.07
H -0.414 -2.518 -6.952  0.06
H -0.436 -1.068 -5.154  0.04
C 6.701 -1.886 2.135  -0.14
O 5.372 -1.403 2.323  -0.13
H 7.108 -2.140 3.112  0.07
H 6.704 -2.779 1.504  0.08
H 7.331 -1.120 1.676  0.08
H 5.039 -1.182 1.445  0.05
C -6.023 -0.248 5.131  -0.18
O -4.835 0.461 4.824  -0.12
H -5.939 -0.609 6.154  0.07
H -6.905 0.400 5.062  0.06
H -6.157 -1.107 4.467  0.08
H -4.908 0.780 3.916  0.03
C 5.141 -2.385 5.760  -0.16
O 5.880 -1.319 5.190  -0.14
H 5.507 -2.542 6.775  0.06
H 4.076 -2.142 5.806  0.08
H 5.278 -3.307 5.187  0.08
H 5.545 -1.192 4.291  0.03
C -7.671 5.122 1.223  -0.14
O -7.964 3.946 1.972  -0.15
H -8.482 5.269 0.513  0.07
H -7.606 5.999 1.873  0.08
H -6.734 5.011 0.673  0.08
H -7.241 3.816 2.595  0.07
C -8.435 3.435 5.572  -0.15
O -8.370 4.769 5.083  -0.13
H -7.887 3.403 6.510  0.08
H -9.469 3.131 5.756  0.08
H -7.973 2.732 4.872  0.06
H -8.846 4.794 4.246  0.06
C -3.111 -4.302 -7.834  -0.16
O -1.703 -4.480 -7.920  -0.13
H -3.287 -3.373 -7.298  0.08
H -3.563 -4.228 -8.828  0.07
H -3.580 -5.121 -7.283  0.07
H -1.532 -5.300 -8.390  0.07
C 6.795 2.546 -4.670  -0.16
O 8.123 2.186 -4.296  -0.13
H 6.332 3.035 -3.818  0.07
H 6.809 3.239 -5.516  0.07
H 6.210 1.660 -4.929  0.08
H 8.531 1.746 -5.046  0.07
C -9.558 1.667 0.246  -0.15
O -8.491 0.958 -0.376  -0.12
H -9.554 1.404 1.300  0.08
H -9.411 2.744 0.156  0.06
H -10.523 1.388 -0.189  0.07
H -8.479 1.195 -1.308  0.08
C 7.231 -3.507 9.658  -0.17
O 7.961 -2.440 9.065  -0.12
H 7.611 -3.646 10.667  0.07
H 6.165 -3.268 9.711  0.07
H 7.370 -4.434 9.094  0.07
H 7.627 -2.320 8.171  0.06

no.,E_tot (Eh),orbital gap (eV)
1,-2722.51610,7.809
2,-2397.31039,6.769
3,-2396.86043,5.094
4,-2669.21925,6.926